[1]
ORCA calculation (ωB97M-V/def2-TZVPD) on a cluster of 12 separate species, C10H44O17 in total in a non-equilibrium geometry.

XYZ file:
```
71
Properties=species:S:1:pos:R:3:mulliken_charge:R:1
O -9.86599 -5.69560 -23.43705 -0.10
C -8.83600 -5.21070 -24.34825 -0.66
C -8.78800 -3.70575 -24.26559 -0.26
O -7.71530 -3.37451 -25.18848 -0.55
H -10.73812 -5.72088 -23.86249 0.16
H -7.85107 -5.50770 -24.03748 0.23
H -9.03631 -5.60431 -25.34473 0.48
H -8.43734 -3.31335 -23.23810 0.25
H -9.68135 -3.24836 -24.55974 0.36
H -7.48779 -2.45364 -25.13010 0.29
O -9.51953 -9.02889 -22.71587 -0.34
C -8.24642 -9.63029 -22.83479 -0.63
C -7.39466 -9.00313 -24.01763 -0.15
O -6.09426 -9.55113 -24.08368 -0.55
H -9.89725 -9.31343 -21.88617 0.18
H -7.72795 -9.47112 -21.91089 0.44
H -8.25957 -10.65268 -22.85258 0.50
H -7.32902 -7.95315 -23.75875 -0.06
H -7.79299 -8.90624 -25.04145 0.28
H -6.08167 -10.46994 -23.83553 0.32
O -14.82204 -8.58371 -20.37793 -0.45
C -14.26243 -7.88874 -21.52104 -1.15
C -12.80716 -8.26783 -21.57067 1.09
O -12.29029 -7.51533 -22.66013 -0.63
H -14.60959 -9.50544 -20.41896 0.35
H -14.83404 -8.24002 -22.39079 0.42
H -14.51912 -6.82918 -21.57037 -0.05
H -12.72643 -9.36825 -21.79530 0.26
H -12.26372 -7.91152 -20.67626 -0.16
H -11.44098 -7.95347 -22.88262 0.36
O -15.74006 -4.65995 -21.11702 -0.47
C -16.84822 -5.28743 -20.51948 0.01
C -17.95899 -4.30915 -20.29231 -0.70
O -17.49980 -3.22503 -19.51653 -0.53
H -15.49315 -4.05308 -20.50554 0.30
H -17.09979 -5.98630 -21.28199 0.40
H -16.63100 -5.80137 -19.59444 0.01
H -18.85988 -4.82371 -19.90477 0.38
H -18.36201 -3.97397 -21.25580 0.30
H -17.00714 -2.73166 -20.20770 0.33
O -9.21328 -4.82771 -20.81786 -0.67
C -9.71956 -6.05606 -20.33200 0.93
C -9.99004 -5.99655 -18.86602 -0.87
O -10.14418 -7.25944 -18.29864 -0.45
H -9.34512 -4.94754 -21.76326 0.38
H -10.52929 -6.50846 -20.86791 -0.22
H -8.83836 -6.78671 -20.46043 -0.10
H -10.79740 -5.40816 -18.44235 0.26
H -9.12818 -5.64959 -18.42320 0.50
H -10.08983 -7.14268 -17.34603 0.27
O -13.60818 -6.79968 -18.68870 -0.67
H -14.42729 -6.97387 -18.18917 0.47
H -13.87363 -7.27507 -19.48917 0.14
O -16.15389 -7.69325 -17.92801 -0.71
H -16.25320 -7.81733 -18.84744 0.29
H -15.64445 -8.47269 -17.60665 0.33
O -12.42399 -9.42736 -18.49481 -0.75
H -13.30468 -9.88186 -18.61318 0.30
H -12.59099 -8.46628 -18.41930 0.38
O -10.25958 -9.69524 -20.07435 -0.71
H -9.50794 -9.55185 -19.54546 0.29
H -10.96085 -9.56110 -19.42738 0.26
O -12.50452 -4.89039 -21.60087 -0.45
H -12.59569 -5.62442 -22.12549 0.18
H -13.04766 -4.31739 -22.05034 0.27
O -14.09291 -11.18210 -20.21838 -0.64
H -14.35684 -11.87033 -19.61025 0.28
H -13.19649 -11.43195 -20.45870 0.34
O -11.28252 -11.97850 -20.85573 -0.71
H -11.08954 -12.27940 -21.73802 0.32
H -10.93932 -11.07547 -20.71525 0.48
```

## Properties
- energy above the lowest of the compared OMol25 structures with the same formula, charge and spin (kJ/mol) = 279.8
- strongest force on any atom (Eh/bohr) = 0.088
- spin multiplicity = 1
- E_tot (Ha) = -1686.3431
- SMILES = OCCO.OCCO.OCCO.OCCO.OCCO.O.O.O.O.O.O.O

[2]
ORCA calculation (ωB97M-V/def2-TZVPD) on a structure of composition C10H53BeN14O19 in a non-equilibrium geometry.

XYZ file:
```
97
Properties=species:S:1:pos:R:3:mulliken_charge:R:1
Be -0.82960 1.87521 -1.21894 0.06
C 1.60162 0.50364 -4.00410 -1.37
C 0.83982 1.54225 -3.20427 0.70
O 1.18359 2.73210 -3.11839 -0.69
O -0.18709 1.11538 -2.52534 -0.13
H 2.57690 0.83005 -4.25952 0.45
H 1.05638 0.45144 -4.95341 0.33
H 1.51875 -0.45218 -3.43812 0.26
C 1.92646 3.82045 2.51832 -0.54
O 0.68920 3.94645 1.85964 -0.38
H 2.53517 3.06293 1.97418 0.22
H 2.46381 4.71708 2.68302 0.30
H 1.63755 3.41242 3.49082 0.19
H 0.99673 4.21876 0.97557 0.20
O -0.16831 -4.44388 1.91092 -0.63
H 0.76469 -4.61447 2.04102 0.28
H -0.36690 -3.62421 2.37025 0.29
O 4.43885 -1.83437 5.84258 -0.61
H 4.08349 -2.30604 5.06090 0.30
H 4.07337 -2.17390 6.63649 0.30
O -5.87417 3.49507 -2.59373 -0.64
H -5.48185 2.58515 -2.72094 0.40
H -5.82459 3.72804 -1.65773 0.27
O -2.06038 1.22989 -0.52262 0.15
H -2.07655 0.36148 -0.81215 0.27
H -2.36145 1.45075 0.39512 0.51
O -3.00851 -2.70477 -5.96550 -0.65
H -3.19819 -3.62082 -5.73126 0.31
H -2.31907 -2.81861 -6.65258 0.33
O -5.52818 0.76051 -2.61029 -0.62
H -5.03377 0.15985 -3.20705 0.30
H -5.65405 0.24683 -1.79539 0.27
O 1.34118 8.64142 -1.34711 -0.64
H 0.37083 8.74078 -1.37063 0.32
H 1.66256 8.59948 -2.27313 0.32
O 2.17922 -1.28715 3.98811 -0.63
H 2.28426 -1.13455 4.97827 0.36
H 2.79769 -2.01377 3.82948 0.32
O 0.33965 1.70579 0.12609 -0.04
H -0.07304 2.12996 0.86747 0.00
H 1.27872 1.58613 0.31484 0.21
C 5.86802 -2.65565 3.65772 0.64
O 4.64198 -3.01074 3.40181 -0.80
N 6.85631 -3.47643 4.22724 -0.43
N 6.17343 -1.35412 3.37404 -0.27
H 7.76788 -3.06595 3.96660 0.22
H 6.75169 -4.49277 4.24531 0.27
H 7.08308 -1.04569 3.28407 0.15
H 5.50900 -0.66831 3.04983 0.21
C -1.55689 4.26837 -2.17797 0.44
O -1.22942 3.57996 -1.13860 -0.36
N -0.62343 4.53536 -3.12226 -0.29
N -2.73714 4.74983 -2.30286 -0.26
H 0.33717 4.16906 -3.08384 0.26
H -0.91417 4.69054 -4.07283 0.22
H -3.14514 5.16485 -3.16163 0.20
H -3.39909 4.51797 -1.55801 0.19
C -0.94001 -6.25168 -1.51353 0.57
O -1.58121 -5.21464 -1.73893 -0.76
N 0.00155 -6.59052 -2.39868 -0.43
N -1.21982 -7.23153 -0.58984 -0.44
H 0.02347 -5.94202 -3.20528 0.23
H 0.36378 -7.51254 -2.47804 0.18
H -1.85370 -6.79386 0.11117 0.26
H -0.51918 -7.92885 -0.38101 0.23
C 4.14365 3.05828 -1.11030 0.50
O 4.31170 3.28225 0.07039 -0.58
N 4.33506 1.76040 -1.73109 -0.51
N 3.71181 3.98861 -2.02273 -0.32
H 3.78355 1.66953 -2.54290 0.20
H 4.23949 0.92422 -1.15217 0.28
H 3.66647 4.91280 -1.65841 0.23
H 3.95544 4.00193 -3.01133 0.21
C -2.68539 -1.95177 -1.88392 0.54
O -2.89691 -0.69303 -1.89363 -0.77
N -2.72240 -2.76466 -0.83074 -0.13
N -2.39234 -2.51250 -3.13643 -0.33
H -2.22324 -3.61519 -1.08447 0.34
H -2.61782 -2.30126 0.08872 0.14
H -2.37675 -3.49254 -3.30817 0.18
H -2.40337 -1.82472 -3.90371 0.21
C -1.58998 1.97826 3.20952 0.51
O -2.21423 1.87669 2.11843 -0.71
N -1.54150 3.17177 3.86732 -0.35
N -1.14263 0.91740 3.88258 -0.41
H -1.70394 4.03882 3.45212 0.23
H -0.86887 3.15657 4.62734 0.21
H -0.26898 1.11317 4.44618 0.26
H -1.09293 0.09715 3.25020 0.17
C -3.07776 -3.24285 2.39335 0.52
O -2.03942 -2.54681 2.44869 -0.55
N -2.93482 -4.60381 2.28283 -0.35
N -4.34861 -2.62232 2.40552 -0.46
H -2.06394 -4.89783 1.95235 0.24
H -3.72176 -5.19914 2.24054 0.18
H -5.18324 -3.10535 2.08398 0.23
H -4.28928 -1.63531 2.17460 0.24
```

## Properties
- strongest force on any atom (Eh/bohr) = 0.086
- spin multiplicity = 1
- E_tot (Ha) = -2623.9517
- total charge = +1